ORCA calculation (wB97M-V/def2-TZVPD) on 3 unconnected molecules or ions with the total composition C4H6N2O in a non-equilibrium geometry.

As for the total energy: -9264.959 eV. Its spin multiplicity is 3. Its gap between HOMO and LUMO (alpha / beta) is 0.2360 / 0.2322 Ha.

Geometry (Å):
C1 1.54412 1.76166 -0.21047
C2 -1.97616 0.95261 0.91743
C3 -1.37783 0.16059 0.06993
C4 0.98907 -1.76732 -0.13511
N1 0.95383 2.23994 -1.04266
N2 -0.72275 -0.62198 -0.59558
O1 1.94921 -1.10614 -0.35527
H1 -1.39821 1.42345 1.72744
H2 -3.05356 0.86842 1.19057
H3 0.62491 -2.06801 0.80921
H4 0.78699 -2.43474 -1.08286
H5 -0.49047 -0.50783 -1.57402
H6 2.17086 1.09936 0.28139

ORCA calculation (wB97M-V/def2-TZVPD) on a single C4H6N2O2 molecule in a non-equilibrium geometry.

Its structure (SMILES) is O[C@H]1[C@H]2N=CNO[C@H]12. As for the total energy: -11315.043 eV. Its gap between HOMO and LUMO is 0.3550 Ha.

Geometry (Å):
C1 -1.15556 0.95357 0.87069
C2 -0.63023 0.37948 -0.41711
C3 1.40818 -1.09071 -0.33530
C4 0.24280 0.25132 0.79021
H1 -2.17282 -0.61819 1.50002
H2 -1.12231 2.02487 1.07648
H3 -1.25285 -0.47723 -0.71403
H4 1.50691 -0.54922 -2.35518
H5 2.03455 -1.92248 -0.56085
H6 0.97282 1.08111 0.81073
N1 1.30300 -0.17420 -1.42818
N2 0.91935 -0.96498 0.84096
O1 -2.26170 0.35570 1.39257
O2 0.20787 0.75095 -1.47100

ORCA calculation (wB97M-V/def2-TZVPD) on a single C4H6N2O2 molecule in a non-equilibrium geometry.

Its structure (SMILES) is C/C(C#N)=C\N(O)O. As for the total energy: -11312.776 eV. Its gap between HOMO and LUMO (alpha / beta) is 0.3164 / 0.3164 Ha.

Geometry (Å):
C1 -0.51347 1.45915 0.23944
N1 1.38332 -1.06539 -0.19890
C2 -0.81253 0.05199 -0.02700
C3 -0.33422 -1.03881 -0.47606
O1 1.81318 -1.76703 0.88811
O2 2.12734 0.09763 -0.31273
C4 -2.59653 -0.32842 -0.35121
N2 -3.60134 0.23437 -0.51537
H1 2.51806 0.01464 -1.19872
H2 1.94737 -1.11202 1.59898
H3 -0.60585 -2.07339 -0.58336
H4 0.44550 1.58959 0.75274
H5 -0.50202 2.01965 -0.69895
H6 -1.26878 1.91804 0.88305

ORCA calculation (wB97M-V/def2-TZVPD) on a single C4H6N2O2 molecule in a non-equilibrium geometry.

Its structure (SMILES) is C[C@H](O)c1ncon1. As for the total energy: -11318.375 eV. Its gap between HOMO and LUMO is 0.4160 Ha.

Geometry (Å):
C1 -2.29040 -0.69173 0.99583
C2 0.84045 0.60247 -0.34387
C3 -0.41124 0.06282 0.35367
C4 1.14488 -0.45301 -1.54226
N1 -1.39769 -0.85331 0.04683
N2 -0.66919 0.73574 1.46789
O1 1.89130 0.72955 0.58505
O2 -1.88958 0.26643 1.86363
H1 -3.08702 -1.30934 1.24472
H2 0.69066 1.57258 -0.83811
H3 0.58596 -0.06370 -2.34038
H4 0.74681 -1.38701 -1.09583
H5 2.21158 -0.50275 -1.73121
H6 1.63349 1.29125 1.33404

ORCA calculation (wB97M-V/def2-TZVPD) on a single C4H6N2O2 molecule in a non-equilibrium geometry.

Its structure (SMILES) is [H]/N=C(\C)NC(=O)C=O. As for the total energy: -11319.827 eV. Its gap between HOMO and LUMO is 0.3577 Ha.

Geometry (Å):
C1 0.09743 1.09494 -1.63746
N1 0.35402 -0.35319 0.53639
C2 -0.86163 -0.91950 0.47151
C3 0.75941 0.82661 -0.32046
C4 -0.97821 -1.98730 1.75583
N2 1.70913 1.52025 0.16943
O1 -1.72926 -0.93435 -0.36841
O2 -0.27326 -1.88790 2.73731
H1 0.82800 -0.30669 1.43235
H2 2.08410 2.20657 -0.49762
H3 -1.77512 -2.74449 1.62744
H4 0.61954 1.88778 -2.18331
H5 0.10259 0.18793 -2.24723
H6 -0.93673 1.40935 -1.47577

ORCA calculation (wB97M-V/def2-TZVPD) on 2 unconnected molecules or ions with the total composition C4H6N2O2 in a non-equilibrium geometry.

As for the total energy: -11316.385 eV. Its gap between HOMO and LUMO is 0.3198 Ha.

Geometry (Å):
C1 -2.61739 0.18930 0.28412
C2 -0.29365 -0.38635 -0.21771
C3 0.28178 0.76771 -0.37809
C4 2.54751 -0.41577 -0.00979
H1 -2.52522 1.27858 1.29642
H2 -1.79994 -1.68342 -0.46881
H3 0.17470 -1.37272 -0.24636
H4 -0.18646 1.80919 -0.11093
H5 2.11557 1.68737 0.02929
H6 2.15867 -1.35953 -0.20212
N1 -1.62317 -0.63926 -0.13490
N2 1.69389 0.68359 -0.27148
O1 -3.74798 -0.15154 0.06254
O2 3.82172 -0.40715 0.36783

ORCA calculation (wB97M-V/def2-TZVPD) on a single C4H6N2O2 molecule in a non-equilibrium geometry.

Its structure (SMILES) is O=C1NN[C@H]2C[C@]12O. As for the total energy: -11314.637 eV. Its gap between HOMO and LUMO is 0.3572 Ha.

Geometry (Å):
C1 -0.49079 0.61519 0.10337
C2 -0.71721 0.68449 -1.43406
C3 0.22635 -0.30956 -0.77626
C4 0.65158 0.57425 1.18136
H1 -2.30120 0.49455 0.64639
H2 -0.08445 1.37434 -2.00252
H3 -1.66940 0.48812 -1.85681
H4 1.12883 0.01082 -1.30395
H5 -0.25412 -1.93861 0.53317
H6 2.14130 -0.76616 1.22431
N1 0.61298 -1.57288 -0.05642
N2 1.09027 -0.84078 1.09995
O1 -1.52121 -0.18093 0.66207
O2 1.18706 1.36714 1.97942

ORCA calculation (wB97M-V/def2-TZVPD) on a single C4H6N2O2 molecule in a non-equilibrium geometry.

Its structure (SMILES) is O=C1NCCNC1=O. As for the total energy: -11318.128 eV. Its gap between HOMO and LUMO is 0.3618 Ha.

Geometry (Å):
C1 -0.87014 -0.16693 0.45787
C2 1.18374 -1.41008 0.49910
C3 1.34022 -0.78294 -1.06380
C4 -0.16391 1.02793 -0.34409
H1 -0.81065 -2.03526 1.10888
H2 1.62726 -2.51206 0.58841
H3 1.87874 -0.78754 1.07379
H4 0.79735 -1.18843 -1.86972
H5 2.20671 -0.73695 -1.70576
H6 1.42067 1.37809 -0.99278
N1 -0.23330 -1.37354 0.68774
N2 0.87476 0.59918 -0.83013
O1 -2.05178 0.19871 0.77454
O2 -0.51694 2.21314 -0.08712

ORCA calculation (wB97M-V/def2-TZVPD) on a single C4H6N2O2 molecule in a non-equilibrium geometry.

Its structure (SMILES) is C=CO/C=N/NC=O. As for the total energy: -11314.787 eV. Its gap between HOMO and LUMO is 0.3403 Ha.

Geometry (Å):
C1 -0.64688 -2.78940 1.42702
C2 0.04519 -1.66085 1.00147
C3 -0.59735 0.25995 0.01233
C4 0.22838 2.41953 -1.58852
H1 -1.68615 -3.16822 0.80951
H2 -0.07142 -3.66723 1.99955
H3 1.11247 -0.98717 1.40518
H4 -1.19227 1.08804 -0.40240
H5 2.12222 1.66847 -0.67892
H6 0.85437 3.34480 -2.05398
N1 0.67059 0.58673 0.03658
N2 0.98454 1.66978 -0.74894
O1 -0.92115 -0.82468 0.57429
O2 -0.90254 2.06024 -1.79316

ORCA calculation (wB97M-V/def2-TZVPD) on a gas-phase ion, C4H6N2O2PS (charge -1) in a non-equilibrium geometry.

As for the total energy: -31443.387 eV. Its gap between HOMO and LUMO is 0.2690 Ha. As for the net charge: -1.

Geometry (Å):
C1 1.09659 0.75074 0.66807
C2 1.60781 -0.03271 -0.20635
C3 -0.96824 -0.06027 0.10518
C4 3.10039 -0.03171 -0.46811
N1 0.89709 -0.91265 -0.95715
N2 -0.42997 -0.85990 -0.77452
O1 -3.17356 -1.60860 0.43655
O2 -3.01544 0.67073 1.65959
P1 -2.79700 -0.15306 0.30956
S1 -3.43869 1.03036 -1.13369
H1 1.28382 1.33482 1.54987
H2 3.38648 -0.76149 -1.22296
H3 3.22264 0.97937 -0.64887
H4 3.63426 -0.38090 0.57707
H5 -1.03910 -1.52466 -1.43484
H6 -3.36709 1.55993 1.54059

ORCA calculation (wB97M-V/def2-TZVPD) on 2 unconnected molecules or ions with the total composition C4H6N2O3 in a non-equilibrium geometry.

Its structure (SMILES) is O=c1cc[nH]c(=O)[nH]1.O. As for the total energy: -13367.177 eV. Its gap between HOMO and LUMO is 0.3634 Ha.

Geometry (Å):
C1 -0.22562 -0.90795 1.39471
C2 0.99765 -0.13833 1.69680
C3 1.72940 0.23193 0.65823
C4 0.26873 -0.51261 -1.11482
H1 -1.77443 0.77160 -1.01332
H2 -3.03247 1.36580 -1.13416
H3 -1.54777 -1.15455 -0.37062
H4 1.20635 0.21182 2.67611
H5 2.63713 0.69453 0.76418
H6 2.16814 0.47767 -1.30890
N1 -0.50666 -1.05076 -0.05432
N2 1.43323 -0.05352 -0.64498
O1 -2.11602 1.46568 -1.48142
O2 -1.12414 -1.11834 2.26273
O3 -0.11353 -0.28297 -2.33021

ORCA calculation (wB97M-V/def2-TZVPD) on 2 unconnected molecules or ions with the total composition C4H6N2O3 in a non-equilibrium geometry.

Its structure (SMILES) is O=c1cc[nH]c(=O)[nH]1.O. As for the total energy: -13367.468 eV. Its gap between HOMO and LUMO is 0.3721 Ha.

Geometry (Å):
C1 -0.86960 -0.88629 0.38461
C2 -1.55503 -0.68756 -0.93989
C3 -1.37375 0.32366 -1.74747
C4 0.54309 0.98250 -0.27858
H1 1.90081 -1.33170 2.58864
H2 2.14271 -0.15228 1.73544
H3 0.54518 0.15469 1.47905
H4 -2.41134 -1.22239 -1.13555
H5 -2.10855 0.74284 -2.55454
H6 0.32475 1.74877 -2.10686
N1 0.21045 -0.07867 0.52936
N2 -0.17343 1.04757 -1.45784
O1 2.60868 -0.91535 2.11230
O2 -1.09149 -1.66508 1.25156
O3 1.30753 1.93929 0.13978

Calculated energy relative to the best compared isomer or geometry (same formula, charge and spin) in order - 73.99; 138.34; 190.61; 61.50; 28.01; 107.39; 147.70; 67.21; 144.25; 37.72; 41.54; 34.83 kcal/mol